[1]
The molecule C4H9NO in a non-equilibrium geometry. Source: OMol25; level of theory: the ωB97M-V functional and the def2-TZVPD basis.

XYZ file:
```
15
C4H9NO | OMol25 | the ωB97M-V functional and the def2-TZVPD basis
C 1.2379 1.8295 0.3414
C 1.0042 0.9890 -1.0510
N 0.4701 -0.3618 -0.7401
C -0.9719 -0.6596 -0.7850
C -1.3217 -1.2196 0.6765
O -0.6246 -0.9254 1.6461
H 0.3865 1.5901 0.8843
H 1.1308 2.8297 0.1734
H 2.1475 1.4542 0.7084
H 1.9296 0.6978 -1.4720
H 0.4095 1.4303 -1.7982
H 1.0094 -0.8120 0.0837
H -1.6152 0.2756 -0.7804
H -1.1776 -1.2494 -1.6614
H -2.2062 -1.9160 0.7822
```

Calculated values
- Net charge: 0
- SMILES: CCNCC=O
- ΔE to the lowest compared entry with this formula, charge and spin: 64.5 kcal/mol



[2]
A cluster of 4 separate species, C24H43F2N2O6S3 in total in a non-equilibrium geometry. Source: OMol25; level of theory: the ωB97M-V functional and the def2-TZVPD basis.

XYZ file:
```
80
C24H43F2N2O6S3 | OMol25 | the ωB97M-V functional and the def2-TZVPD basis
C 5.5824 0.4384 3.1031
C 5.8942 1.3159 1.8865
N 4.8930 2.3618 1.6178
C 3.6132 1.9721 1.2403
C 2.5293 2.3063 2.0614
N 1.2629 2.0090 1.7219
C 0.1536 2.3834 2.6414
C 0.3805 1.8188 4.0320
F 0.0756 3.7335 2.6505
C 0.9706 1.3960 0.5758
C 1.9953 1.0264 -0.2837
C 3.3240 1.3158 0.0295
C 4.3957 0.9812 -0.9715
C 4.8117 -0.5079 -1.0339
C 4.2366 -1.4210 0.0176
F 6.1925 -0.5700 -0.9556
H 4.5306 0.1795 3.1943
H 5.9571 0.8890 4.0158
H 6.1256 -0.4983 2.9908
H 6.8265 1.8349 2.0871
H 6.0845 0.7006 1.0183
H 4.8571 2.9964 2.4019
H 2.6873 2.8174 2.9958
H -0.7398 1.9452 2.2067
H 0.9216 0.8818 3.9403
H 1.0029 2.5148 4.5864
H -0.5551 1.6151 4.5296
H -0.0658 1.2110 0.3627
H 1.7616 0.5428 -1.2165
H 4.0493 1.2838 -1.9552
H 5.2599 1.5963 -0.7468
H 4.5195 -0.8945 -2.0076
H 4.3813 -1.0467 1.0284
H 4.7097 -2.3956 -0.0368
H 3.1704 -1.5817 -0.1170
C -1.9268 -1.3683 8.3366
C -2.7984 -1.0098 7.1265
C -1.8768 -0.3938 6.0669
S -0.2466 -1.1146 6.3376
O 0.6592 -0.0636 6.7373
O 0.0836 -1.9849 5.2367
C -0.7037 -2.0822 7.7706
H -2.4598 -1.9987 9.0455
H -1.6195 -0.4600 8.8589
H -3.2617 -1.9143 6.7293
H -3.5991 -0.3227 7.3936
H -2.1960 -0.6262 5.0534
H -1.7846 0.6835 6.1935
H 0.1398 -2.1217 8.4557
H -0.9520 -3.0836 7.4209
C -2.3212 2.0148 -2.9893
C -3.0327 0.8189 -3.6391
C -3.2553 -0.2318 -2.5468
S -3.3762 0.6732 -1.0010
O -2.2519 0.3109 -0.1570
O -4.7154 0.6058 -0.4840
C -3.0722 2.2981 -1.6911
H -2.3130 2.8864 -3.6416
H -1.2828 1.7511 -2.7680
H -3.9964 1.1440 -4.0367
H -2.4658 0.4035 -4.4632
H -4.1738 -0.7949 -2.6902
H -2.4129 -0.9166 -2.4658
H -2.5139 2.8969 -0.9741
H -4.0425 2.7542 -1.8821
C -2.6991 -1.9413 -9.0878
C -3.0721 -3.3578 -8.6297
C -3.1103 -3.3487 -7.0957
S -3.5384 -1.6692 -6.6203
O -2.4130 -1.0910 -5.9192
O -4.8574 -1.6360 -6.0441
C -3.5797 -0.9956 -8.2766
H -2.8535 -1.8070 -10.1567
H -1.6464 -1.7459 -8.8728
H -4.0564 -3.6204 -9.0210
H -2.3659 -4.1001 -8.9969
H -3.8603 -4.0238 -6.6921
H -2.1374 -3.5733 -6.6630
H -3.2212 0.0308 -8.2552
H -4.6154 -1.0254 -8.6130
```

Calculated values
- Net charge: +1
- Energy: -2895.3006 hartree



[3]
The molecule C10H12N2OS2 in a non-equilibrium geometry. Source: OMol25; level of theory: the ωB97M-V functional and the def2-TZVPD basis.

XYZ file:
```
27
C10H12N2OS2 | OMol25 | the ωB97M-V functional and the def2-TZVPD basis
C -2.8180 0.9938 0.1766
C -3.5319 0.0632 -0.5520
C -1.4482 0.7987 0.4801
C -2.8865 -1.0494 -0.9990
C -0.8367 -0.3481 0.1372
C -1.5499 -1.3168 -0.5909
C 3.0444 -0.1327 -0.2636
C 0.5982 -0.6170 0.4012
C 1.0800 -0.1048 1.8142
C 1.7454 2.2239 -0.9362
N 1.1865 -1.8885 -0.0420
N 1.5375 -0.6315 -0.6352
O -1.1140 -2.4901 -1.0686
S 4.1191 -1.2109 0.2219
S 3.3033 1.5326 -0.4194
H -3.1998 2.0000 0.4637
H -4.5001 0.2640 -0.6773
H -0.8238 1.3859 1.1393
H -3.3029 -1.9443 -1.4124
H 0.2226 0.5444 2.2269
H 2.0234 0.3999 1.8283
H 1.0009 -0.9768 2.3607
H 1.0867 2.5137 -0.0446
H 1.2882 1.5522 -1.7450
H 2.0995 3.1937 -1.4287
H 1.8138 -2.1724 0.7045
H -0.1377 -2.5826 -1.1400
```

Calculated values
- Net charge: 0
- Multiplicity: 3
- ΔE to the lowest compared entry with this formula, charge and spin: 48.2 kcal/mol